Below is a single C20H21NO5S molecule in a non-equilibrium geometry, with properties calculated with wB97M-V/def2-TZVPD.

Bonds (Å) are listed after each position.
Atoms and positions in Å:
1 O 4.2495 -3.1525 1.5341  C8 1.233
2 N -2.7690 1.5100 -3.7188  C9 1.304, C15 1.398
3 O 2.5336 -3.9487 2.8311  C8 1.344, H28 0.981
4 O -4.8475 1.1716 -2.9183  C9 1.389, C14 1.369
5 O -1.2757 0.5184 -0.6768  C20 1.350, C23 1.439
6 O 4.4997 -1.6613 4.1192  C25 1.421, C27 1.444
7 S -6.3771 3.5222 -6.6813  C10 1.758, C11 1.746
8 C 3.4164 -3.0174 2.4325  O1 1.233, O3 1.344, C27 1.521
9 C -4.0387 1.7543 -3.8858  N2 1.304, O4 1.389, C13 1.459
10 C -4.6627 3.5979 -7.0637  S7 1.758, C12 1.375, H29 1.081
11 C -5.9295 2.6360 -5.2445  S7 1.746, C13 1.367, H30 1.095
12 C -3.8465 2.9591 -6.1599  C10 1.375, C13 1.434, H31 1.078
13 C -4.5927 2.4145 -5.0634  C9 1.459, C11 1.367, C12 1.434
14 C -3.9828 0.4295 -2.1592  O4 1.369, C15 1.368, C22 1.492
15 C -2.7100 0.6895 -2.5888  N2 1.398, C14 1.368, C23 1.477
16 C 0.1144 0.9461 1.0858  C18 1.426, C20 1.376, H32 1.100
17 C 0.8510 -0.6991 -0.4904  C19 1.417, C20 1.399, H33 1.060
18 C 1.2789 0.7201 1.8769  C16 1.426, C21 1.392, H34 1.097
19 C 2.0349 -0.9392 0.2493  C17 1.417, C21 1.402, H35 1.096
20 C -0.0932 0.2500 -0.0834  O5 1.350, C16 1.376, C17 1.399
21 C 2.2061 -0.2235 1.4431  C18 1.392, C19 1.402, C26 1.529
22 C -4.4257 -0.5205 -1.0976  C14 1.492, H36 1.079, H37 1.090, H38 1.102
23 C -1.4884 0.0763 -2.0296  O5 1.439, C15 1.477, H39 1.094, H40 1.104
24 C 5.6028 -1.0402 6.1282  C25 1.519, H41 1.081, H42 1.116, H43 1.105
25 C 4.3047 -0.9643 5.3425  O6 1.421, C24 1.519, H44 1.084, H45 1.109
26 C 3.4768 -0.4416 2.2644  C21 1.529, C27 1.557, H46 1.086, H47 1.101
27 C 3.3992 -1.6952 3.1847  O6 1.444, C8 1.521, C26 1.557, H48 1.102
28 H 2.6955 -4.7939 2.3596  O3 0.981
29 H -4.3032 4.0807 -7.9618  C10 1.081
30 H -6.6841 2.1977 -4.5837  C11 1.095
31 H -2.7749 2.8522 -6.2057  C12 1.078
32 H -0.6428 1.6810 1.3983  C16 1.100
33 H 0.7400 -1.2014 -1.4177  C17 1.060
34 H 1.4630 1.2361 2.8276  C18 1.097
35 H 2.7555 -1.6945 -0.0855  C19 1.096
36 H -3.5670 -0.9459 -0.6023  C22 1.079
37 H -5.0517 -1.2904 -1.5487  C22 1.090
38 H -5.0392 -0.0175 -0.3328  C22 1.102
39 H -0.6719 0.3743 -2.6934  C23 1.094
40 H -1.6415 -1.0131 -2.1175  C23 1.104
41 H 5.8881 -2.0625 6.3349  C24 1.081
42 H 6.4823 -0.6486 5.5629  C24 1.116
43 H 5.5165 -0.5426 7.1107  C24 1.105
44 H 3.9539 0.0532 5.2137  C25 1.084
45 H 3.5117 -1.4981 5.9046  C25 1.109
46 H 4.3174 -0.4927 1.5789  C26 1.086
47 H 3.6696 0.4509 2.8800  C26 1.101
48 H 2.4547 -1.6171 3.7475  C27 1.102

Values from the calculation:
* SMILES string: CCO[C@@H](Cc1ccc(OCc2nc(-c3ccsc3)oc2C)cc1)C(=O)O
* E_HOMO: -8.25 eV
* gap between HOMO and LUMO: 0.328 Eh
* ΔE to the lowest compared entry with this formula, charge and spin: 1.845 eV